{
  "formula": "C20H51N7O4P2",
  "method": "ωB97M-V with the def2-TZVPD basis set",
  "lumo_ev": 0.51,
  "gap_ha": 0.305,
  "homo_ev": -7.80,
  "species": ["C", "N", "C", "P", "O", "N", "C", "C", "N", "C", "C", "H", "H", "H", "H", "H", "H", "H", "H", "H", "H", "H", "H", "H", "H", "H", "H", "H", "H", "C", "N", "C", "P", "O", "N", "C", "C", "N", "C", "C", "H", "H", "H", "H", "H", "H", "H", "H", "H", "H", "H", "H", "H", "H", "H", "H", "H", "H", "O", "C", "N", "C", "C", "C", "C", "C", "C", "C", "O", "H", "H", "H", "H", "H", "H", "H", "H", "H", "H", "H", "H", "H", "H", "H"],
  "coordinates": [[-2.70802, 1.58867, 1.44806], [-3.53437, 2.50568, 0.69325], [-3.63928, 3.82749, 1.29348], [-3.95367, 2.40299, -0.96581], [-3.21634, 3.59983, -1.51172], [-3.15846, 1.18169, -1.90302], [-2.11367, 0.32755, -1.37624], [-2.83512, 1.59051, -3.26774], [-5.23298, 1.31069, -0.64489], [-6.08160, 1.38749, 0.54069], [-5.77948, 0.44731, -1.69414], [-2.90832, 1.67925, 2.51522], [-1.63682, 1.76903, 1.29004], [-2.93882, 0.54945, 1.21385], [-4.66552, 4.20522, 1.22000], [-2.98154, 4.55985, 0.81317], [-3.39041, 3.79905, 2.35453], [-1.28218, 0.90009, -0.94409], [-1.70386, -0.30214, -2.16850], [-2.50874, -0.36993, -0.63367], [-1.90432, 2.16693, -3.32268], [-3.63216, 2.20300, -3.69026], [-2.73696, 0.70772, -3.90463], [-5.76678, 0.64029, 1.27370], [-7.12986, 1.19985, 0.29900], [-6.04810, 2.36815, 1.00613], [-5.37276, -0.56187, -1.60240], [-5.54638, 0.82130, -2.68632], [-6.86890, 0.38627, -1.64033], [3.37546, -2.47041, -5.36650], [2.57356, -2.24517, -4.18634], [2.79898, -0.94597, -3.56314], [1.11741, -3.03646, -3.74930], [0.13470, -1.90138, -3.87574], [0.42369, -4.08401, -4.94752], [0.96298, -4.23537, -6.28183], [-1.03584, -4.05216, -4.99223], [1.95568, -4.36814, -3.07809], [3.21174, -4.24297, -2.34355], [1.30313, -5.66683, -2.89443], [4.39690, -2.11637, -5.20339], [2.97689, -1.95369, -6.24827], [3.48088, -3.53264, -5.58641], [2.82287, -1.04184, -2.47175], [2.02037, -0.21956, -3.81565], [3.75746, -0.52505, -3.86388], [1.05965, -3.27801, -6.81030], [0.31256, -4.87634, -6.87938], [1.92818, -4.74596, -6.26523], [-1.41883, -3.20906, -5.57932], [-1.45501, -3.97695, -3.98894], [-1.41350, -4.98160, -5.42720], [4.04894, -4.52659, -2.98627], [3.23013, -4.88893, -1.46376], [3.37625, -3.23232, -1.98175], [1.59011, -6.34991, -3.69640], [0.22104, -5.57778, -2.89095], [1.57329, -6.12330, -1.93990], [5.33912, 0.83217, 6.58072], [4.84926, 1.84293, 6.14230], [5.42044, 3.17154, 6.17823], [4.87954, 3.90507, 5.01481], [4.10115, 2.80773, 4.23881], [3.50351, 2.04597, 5.43804], [2.75536, 0.78872, 5.01717], [1.26406, 0.71622, 5.42798], [0.55567, 2.05640, 5.59467], [-0.96212, 1.89613, 5.70782], [-1.57994, 1.95879, 4.42221], [5.14649, 3.68938, 7.00026], [4.08570, 4.60252, 5.30701], [5.62920, 4.45798, 4.45864], [4.91333, 2.22639, 3.79337], [3.40149, 3.14801, 3.48464], [3.01537, 2.74560, 6.11534], [2.84764, 0.58208, 3.95443], [3.25634, -0.04767, 5.51131], [1.12671, 0.08053, 6.30064], [0.74669, 0.19215, 4.61931], [0.86753, 2.46863, 6.56105], [0.83292, 2.78974, 4.83780], [-1.20250, 0.96536, 6.21304], [-1.35424, 2.71936, 6.31142], [-1.49300, 2.87159, 4.14172]],
  "forces_ev_per_angstrom": [[-0.2, -0.4, 0.0], [-0.4, 0.3, 0.3], [0.2, 0.4, -0.5], [4.4, -3.0, 1.6], [-3.1, 0.9, -0.4], [-0.1, -0.1, -0.7], [-0.2, -0.3, 0.3], [0.0, 0.3, 0.0], [-0.9, 1.4, -0.8], [-0.2, 0.3, 0.1], [-0.1, 0.0, -0.3], [0.0, 0.2, 0.0], [0.0, -0.1, 0.0], [0.1, 0.0, -0.2], [0.1, 0.1, 0.0], [0.0, 0.0, 0.0], [0.0, -0.2, 0.0], [0.0, -0.1, 0.0], [-0.1, 0.1, -0.1], [0.1, 0.1, 0.1], [0.0, 0.0, -0.1], [0.1, 0.1, 0.0], [0.0, -0.1, 0.1], [0.0, 0.0, 0.0], [0.1, 0.0, -0.1], [0.2, 0.0, 0.1], [0.0, 0.0, 0.0], [0.1, -0.1, 0.0], [0.0, 0.1, 0.2], [0.1, -0.4, 0.0], [0.3, 0.3, 0.5], [-0.6, 0.2, 0.1], [1.6, -0.4, -5.3], [-0.1, -0.5, 3.2], [-0.6, -0.3, 0.1], [0.5, -0.1, 0.1], [-0.1, 0.3, 0.0], [-1.0, 0.6, 1.5], [0.1, 0.2, 0.3], [-0.2, -0.1, 0.1], [-0.1, 0.1, 0.1], [0.1, -0.1, -0.1], [-0.2, 0.0, 0.0], [-0.1, 0.1, 0.0], [0.0, 0.0, 0.0], [0.1, -0.2, -0.1], [0.0, -0.1, -0.1], [-0.2, 0.0, 0.1], [0.1, 0.2, 0.0], [-0.1, 0.0, 0.1], [0.0, 0.1, 0.0], [0.1, 0.0, -0.1], [0.0, 0.1, 0.0], [-0.1, -0.1, -0.1], [0.1, 0.0, -0.2], [0.0, 0.0, 0.0], [0.0, 0.0, -0.2], [0.1, 0.1, 0.0], [-0.3, 1.1, -0.2], [-0.6, 0.0, 0.8], [0.5, 0.1, -0.6], [-1.5, -0.1, -0.2], [1.1, 0.9, 0.9], [1.3, -1.1, -1.4], [-0.3, -0.5, 1.2], [0.0, 0.0, -1.2], [0.0, -0.5, 1.4], [0.5, 1.1, -0.4], [-0.1, -0.6, 0.3], [0.5, -0.4, 0.5], [0.3, 0.3, 0.3], [0.2, -0.2, -0.1], [-0.5, -0.5, -0.4], [-0.1, 0.2, 0.0], [-0.6, -0.1, -0.2], [0.1, 0.4, -0.2], [0.1, -0.1, -0.1], [0.0, 0.2, 0.3], [0.0, -0.1, 0.0], [0.1, 0.2, -0.1], [-0.1, 0.0, -0.2], [-0.2, -0.2, -0.3], [-0.1, -0.1, 0.2], [0.0, 0.1, -0.2]]
}